{
  "formula": "CH4N4S",
  "method": "the ωB97M-V functional and the def2-TZVPD basis",
  "elements": ["C", "N", "N", "N", "N", "S", "H", "H", "H", "H"],
  "positions_angstrom": [[0.3094, 0.7731, -1.2729], [-0.8307, 0.4519, 0.9008], [0.4977, -1.4012, 0.6213], [-0.2401, -0.6289, 1.3078], [-0.8725, 0.6684, -0.4303], [-0.6537, 2.2768, -1.0976], [1.3311, 0.6685, -0.9266], [0.0853, 0.2235, -2.2115], [0.8501, -2.2886, 0.8821], [-0.4767, -0.7433, 2.2269]],
  "atomic_forces_ev_per_a": [[-0.9, -0.9, -1.2], [0.1, -0.1, 1.7], [0.0, 1.4, -2.6], [0.4, 0.9, -3.4], [0.7, -0.9, -0.9], [0.3, 0.1, 0.4], [-0.3, 0.3, 0.4], [0.6, 0.5, 0.6], [-0.4, -0.5, 1.8], [-0.5, -0.7, 3.3]],
  "homo_ev": [-8.0, -8.0],
  "gap_ev": [8.49, 8.49],
  "de_lowest_kcal_mol": 96.2
}



{
  "formula": "C2H4N6O5",
  "method": "the ωB97M-V functional and the def2-TZVPD basis",
  "elements": ["C", "C", "N", "N", "N", "N", "N", "N", "O", "O", "O", "O", "O", "H", "H", "H", "H"],
  "positions_angstrom": [[0.3110, -0.2125, 1.3247], [0.6555, -1.3487, 0.7195], [-0.1845, 0.8559, 0.5537], [0.0730, -0.5100, -1.1921], [-0.3324, 0.6350, -0.7830], [-0.1734, 2.1489, 1.0360], [0.3817, -0.6358, -2.5315], [-0.0909, -0.2966, 2.7697], [0.1195, -1.8353, -3.1889], [-0.1990, 0.7287, 3.3469], [-0.7040, 1.5631, -1.4563], [-0.0922, -1.3986, 3.2093], [1.0531, -2.4181, 0.5443], [0.1650, 2.6681, 0.2766], [-1.1107, 2.5604, 1.0376], [0.0838, 0.0751, -3.1866], [0.0444, -2.5795, -2.4798]],
  "atomic_forces_ev_per_a": [[-1.0, 0.5, 0.2], [0.7, -1.0, 0.1], [-0.7, -0.7, 1.2], [0.0, -0.4, 0.3], [0.5, -1.6, 0.0], [-0.7, 0.3, -0.2], [1.1, 1.1, 0.1], [1.8, 0.2, -3.0], [-1.0, -2.6, 2.1], [-0.9, 1.5, 1.2], [-0.4, 1.9, -1.7], [-0.4, -2.0, 1.2], [-0.1, -0.1, 0.0], [1.6, 1.3, -1.2], [-0.3, -0.8, 0.6], [-0.6, 0.4, 0.5], [0.4, 2.0, -1.6]],
  "homo_ev": [-8.6, -8.6],
  "gap_ev": [8.23, 8.23],
  "de_lowest_kcal_mol": 91.9
}



{
  "formula": "C26H23AlN7O6S2",
  "method": "the ωB97M-V functional and the def2-TZVPD basis",
  "elements": ["Al", "O", "C", "O", "C", "C", "N", "N", "C", "C", "O", "O", "H", "H", "H", "N", "C", "N", "C", "C", "S", "C", "C", "S", "C", "N", "N", "H", "H", "H", "H", "H", "H", "C", "C", "C", "C", "C", "C", "N", "C", "C", "C", "C", "C", "C", "C", "O", "O", "C", "C", "H", "H", "H", "H", "H", "H", "H", "H", "H", "H", "H", "H", "H", "H"],
  "positions_angstrom": [[2.0273, 1.3749, 0.3091], [-3.2138, 3.1742, -0.9618], [-2.3063, 3.7014, -1.7885], [-2.5802, 4.5935, -2.5399], [-0.8972, 3.2245, -1.6526], [0.1370, 3.9180, -2.1048], [1.3723, 3.3493, -1.7350], [1.0503, 2.1752, -0.9732], [-0.3773, 1.9497, -1.0385], [-0.5769, 0.9482, 1.2378], [-1.3158, 0.6284, 2.1110], [0.7147, 0.6267, 1.1836], [-2.8117, 2.5336, -0.3566], [0.1126, 4.8366, -2.6714], [1.9362, 3.1122, -2.5478], [2.1136, -1.9801, 0.8937], [3.2351, -1.2867, 0.9864], [3.3277, 0.0196, 0.7333], [4.6053, 0.5011, 1.0352], [5.4935, -0.4324, 1.4031], [4.7407, -1.9924, 1.4470], [4.6947, 1.9561, 1.0220], [5.7073, 2.7739, 1.3423], [5.2027, 4.4245, 1.2350], [3.6276, 3.9238, 0.7489], [3.4914, 2.5968, 0.6935], [2.6530, 4.7803, 0.4587], [1.2375, -1.4811, 0.8035], [2.0785, -2.9473, 1.1660], [6.5221, -0.3060, 1.6939], [6.7040, 2.5147, 1.6560], [2.8416, 5.7677, 0.5153], [1.9807, 4.4758, -0.2523], [-3.5801, -3.1798, 3.2042], [-3.9151, -2.7032, 1.8136], [-5.2460, -2.5021, 1.4846], [-5.5962, -2.0348, 0.2265], [-4.6150, -1.7872, -0.7055], [-3.2665, -1.9933, -0.3985], [-2.3885, -1.6935, -1.4740], [-0.9957, -1.7560, -1.5846], [-0.3641, -3.0031, -1.6273], [0.9822, -3.1192, -1.9097], [1.7445, -1.9848, -2.1767], [1.1489, -0.7390, -2.1144], [-0.2114, -0.6027, -1.8034], [-0.8811, 0.7269, -1.8615], [-1.8811, 0.8964, -2.5189], [-1.0100, 1.8018, 0.2581], [-2.9013, -2.4447, 0.8731], [-1.4616, -2.6103, 1.2797], [-4.4932, -3.3466, 3.7721], [-2.9837, -2.4435, 3.7470], [-3.0208, -4.1172, 3.1924], [-6.0121, -2.7007, 2.2227], [-6.6344, -1.8696, -0.0285], [-4.8797, -1.4370, -1.6963], [-2.7676, -0.9609, -2.0534], [-0.9785, -3.8838, -1.4929], [1.4304, -4.1023, -1.9764], [2.7835, -2.0760, -2.4657], [1.7186, 0.1353, -2.4002], [-0.9984, -3.4941, 0.8331], [-1.3678, -2.6904, 2.3582], [-0.8865, -1.7390, 0.9696]],
  "atomic_forces_ev_per_a": [[0.0, 0.1, 0.2], [0.0, 0.0, -0.1], [0.1, 0.2, 0.2], [0.0, -0.1, -0.1], [0.0, 0.0, 0.0], [0.0, 0.0, 0.0], [0.1, 0.1, 0.1], [0.0, -0.1, -0.2], [0.0, 0.0, 0.0], [0.2, 0.5, 0.4], [-0.1, -0.2, -0.1], [-0.1, -0.2, -0.1], [0.0, 0.0, 0.0], [0.0, 0.0, 0.0], [0.0, 0.0, 0.0], [0.0, 0.1, 0.2], [0.0, -0.1, -0.1], [0.0, 0.0, 0.0], [0.0, 0.1, 0.0], [0.0, 0.0, 0.0], [0.0, 0.0, 0.0], [0.0, 0.0, 0.0], [0.0, 0.0, 0.0], [0.0, 0.0, 0.0], [0.0, -0.1, 0.1], [0.0, 0.0, -0.1], [-0.1, 0.0, -0.1], [0.0, 0.0, 0.0], [0.0, 0.0, 0.0], [0.0, 0.0, 0.0], [0.0, 0.0, 0.0], [0.0, 0.0, 0.0], [0.0, 0.0, 0.0], [0.0, 0.0, 0.0], [0.0, 0.0, 0.0], [0.0, 0.0, 0.0], [0.0, 0.0, 0.0], [0.0, 0.0, 0.0], [0.0, -0.3, -0.1], [0.3, 0.5, 0.1], [-0.2, -0.2, 0.0], [0.1, -0.1, 0.1], [0.0, 0.0, 0.0], [0.0, 0.0, 0.0], [0.0, 0.0, -0.1], [0.0, 0.0, 0.0], [0.0, 0.0, -0.1], [0.0, -0.1, 0.0], [-0.1, -0.1, 0.0], [0.0, 0.0, 0.0], [0.1, 0.0, 0.0], [0.0, 0.0, 0.0], [0.0, 0.0, 0.0], [0.0, 0.0, 0.0], [0.0, 0.0, 0.0], [0.0, 0.0, 0.0], [0.0, 0.0, 0.0], [0.0, 0.1, 0.0], [0.0, 0.0, 0.0], [0.0, 0.0, 0.0], [0.0, 0.0, 0.0], [0.0, 0.0, 0.0], [0.0, 0.0, 0.0], [0.0, 0.0, 0.0], [0.1, 0.0, 0.0]],
  "homo_ev": -9.8,
  "charge": 1,
  "gap_ev": 6.53,
  "de_lowest_kcal_mol": 92.1
}



{
  "formula": "C23H16BiClF4N4O3STe",
  "method": "the ωB97M-V functional and the def2-TZVPD basis",
  "elements": ["Bi", "C", "S", "O", "C", "C", "C", "C", "C", "C", "H", "H", "H", "H", "H", "H", "H", "H", "F", "C", "C", "F", "C", "C", "C", "F", "C", "C", "C", "N", "C", "N", "F", "C", "C", "N", "C", "N", "Cl", "C", "C", "O", "O", "H", "H", "C", "Te", "C", "H", "H", "H", "H", "H", "H"],
  "positions_angstrom": [[-1.7155, -1.1996, 1.3609], [-1.4267, -0.6207, 6.1313], [-1.0122, 0.0578, 4.5401], [-1.7639, -0.9019, 3.5783], [-1.9596, 1.5475, 4.5120], [-3.3406, 1.5004, 4.3476], [-4.0375, 2.6954, 4.2741], [-3.3567, 3.9069, 4.3729], [-1.9806, 3.9331, 4.5497], [-1.2653, 2.7435, 4.6128], [-2.5066, -0.7448, 6.1914], [-1.0715, 0.0902, 6.8765], [-0.9066, -1.5694, 6.2363], [-3.8597, 0.5506, 4.2924], [-5.1132, 2.6857, 4.1629], [-3.9079, 4.8359, 4.3230], [-1.4600, 4.8766, 4.6342], [-0.1889, 2.7541, 4.7272], [4.1752, -2.2632, -2.2072], [3.3822, -1.9416, -3.2179], [3.9298, -1.7220, -4.4273], [5.2262, -1.8889, -4.5729], [3.1595, -1.2766, -5.5840], [1.7431, -1.0541, -5.3111], [1.2160, -1.2675, -4.0970], [-0.0894, -1.0474, -3.8986], [1.9695, -1.7631, -2.9683], [1.3671, -2.0074, -1.7699], [0.0323, -1.6301, -1.4730], [-0.9789, -1.3997, -0.9591], [1.9448, -2.7087, -0.5813], [2.4192, -3.8597, -0.8475], [0.9611, -0.6343, -6.2831], [3.7153, -1.0585, -6.8038], [5.1086, -1.2498, -7.0897], [6.2173, -1.3491, -7.3671], [2.9689, -0.6073, -7.9452], [2.4337, -0.2366, -8.8896], [3.0733, -4.7189, 0.4764], [1.8196, -2.0982, 0.7976], [1.3107, -0.6681, 0.8211], [1.8658, 0.2158, 0.2363], [0.2088, -0.4077, 1.5665], [2.8218, -2.0788, 1.2362], [1.2323, -2.7657, 1.4339], [-0.9542, 1.8536, -0.8389], [-2.1349, 1.6461, 0.8998], [-4.0159, 1.7537, -0.0697], [-1.2873, 1.1524, -1.5992], [0.0819, 1.6831, -0.5502], [-1.1081, 2.8834, -1.1553], [-3.9970, 2.6757, -0.6465], [-4.7928, 1.7987, 0.6881], [-4.1529, 0.8991, -0.7259]],
  "atomic_forces_ev_per_a": [[0.2, 0.0, 0.3], [-0.1, 0.1, 0.0], [0.4, 0.1, 0.1], [-0.3, -0.1, -0.3], [0.0, -0.1, 0.0], [0.0, 0.0, 0.1], [0.0, 0.0, 0.0], [0.0, 0.0, 0.0], [0.0, 0.0, 0.0], [0.0, 0.1, -0.1], [0.0, 0.0, 0.0], [0.0, 0.0, 0.0], [0.0, 0.0, 0.0], [0.0, 0.0, 0.0], [0.0, 0.0, 0.0], [0.0, 0.0, 0.0], [0.0, 0.0, 0.0], [0.0, 0.0, 0.0], [0.0, 0.0, 0.0], [0.0, 0.0, 0.0], [0.0, 0.0, -0.1], [-0.1, 0.0, 0.0], [-0.1, 0.0, 0.2], [0.1, 0.0, 0.0], [0.0, 0.0, 0.0], [0.0, 0.0, 0.0], [0.1, 0.0, -0.2], [-0.2, 0.1, 0.2], [0.1, -0.2, 0.0], [0.0, 0.1, -0.2], [0.1, -0.2, -0.2], [0.0, 0.1, 0.2], [0.0, 0.0, 0.0], [0.0, 0.0, -0.1], [-0.2, 0.1, 0.1], [0.1, -0.1, -0.1], [0.1, 0.0, 0.2], [-0.1, 0.0, -0.1], [-0.1, 0.1, -0.1], [0.0, 0.0, 0.1], [0.0, 0.0, -0.1], [0.0, 0.1, -0.1], [0.0, -0.3, 0.1], [0.0, 0.0, 0.0], [0.0, 0.0, 0.0], [0.0, 0.0, -0.1], [-0.1, 0.2, 0.2], [0.0, 0.0, -0.1], [0.0, 0.0, 0.0], [0.0, 0.0, 0.0], [0.1, 0.0, 0.0], [-0.1, 0.0, 0.0], [0.0, 0.0, 0.0], [0.0, 0.0, 0.0]],
  "homo_ev": -13.9,
  "charge": 2,
  "gap_ev": 6.28,
  "de_lowest_kcal_mol": 12.8
}



{
  "formula": "C18H21CaN4O7S",
  "method": "the ωB97M-V functional and the def2-TZVPD basis",
  "elements": ["Ca", "O", "C", "C", "N", "C", "C", "O", "O", "C", "C", "O", "O", "H", "H", "H", "H", "H", "H", "H", "H", "H", "N", "C", "C", "O", "O", "H", "H", "H", "H", "S", "C", "C", "C", "N", "C", "C", "C", "C", "C", "N", "C", "C", "H", "H", "H", "H", "H", "H", "H", "H"],
  "positions_angstrom": [[0.0441, -0.2280, -0.1902], [2.2762, 1.0226, 0.3840], [2.1576, 1.4871, 1.7275], [1.5203, 0.4488, 2.6388], [0.1563, 0.1039, 2.2365], [-0.2821, -1.1921, 2.7778], [-1.4875, -1.7879, 2.0105], [-2.3111, -2.4229, 2.6613], [-1.4829, -1.5900, 0.7450], [-0.8003, 1.1824, 2.5348], [-0.9698, 2.2464, 1.4254], [-1.2871, 3.3793, 1.7790], [-0.8092, 1.8318, 0.2256], [2.5330, 0.0743, 0.3936], [1.5621, 2.3998, 1.6924], [3.1433, 1.7464, 2.1290], [1.5489, 0.8244, 3.6738], [2.1228, -0.4613, 2.5958], [-0.5269, -1.1407, 3.8440], [0.5364, -1.9055, 2.6486], [-0.5500, 1.6930, 3.4709], [-1.7887, 0.7344, 2.6637], [1.5197, -0.5738, -2.3591], [2.1901, -1.8802, -2.2762], [2.5933, -2.2369, -0.8293], [3.4380, -3.1064, -0.6747], [1.9600, -1.5879, 0.0793], [1.1588, -0.4087, -3.2908], [2.1851, 0.1691, -2.1651], [3.0804, -1.9639, -2.9024], [1.4854, -2.6485, -2.6058], [-5.7830, -0.4771, -4.1364], [-4.1954, -0.3483, -3.3285], [-3.8227, 0.8091, -2.6628], [-2.5869, 0.8469, -2.0366], [-1.7430, -0.1898, -2.0475], [-2.1217, -1.3036, -2.6672], [-3.3319, -1.4328, -3.3297], [-5.5514, 0.7672, -5.3939], [-4.6810, 0.5550, -6.4540], [-4.5463, 1.5511, -7.4076], [-5.2161, 2.7029, -7.3762], [-6.0522, 2.8891, -6.3588], [-6.2546, 1.9607, -5.3461], [-4.4835, 1.6642, -2.6177], [-2.2560, 1.7153, -1.4765], [-1.4285, -2.1370, -2.6259], [-3.6001, -2.3567, -3.8226], [-4.1178, -0.3655, -6.5296], [-3.8696, 1.4152, -8.2441], [-6.5863, 3.8329, -6.3458], [-6.9429, 2.1631, -4.5368]],
  "atomic_forces_ev_per_a": [[0.1, 0.0, -0.5], [-0.1, -0.1, 0.1], [0.0, 0.0, 0.0], [-0.1, 0.0, 0.0], [0.0, 0.0, 0.2], [0.0, 0.1, 0.0], [0.0, 0.0, -0.1], [0.0, 0.0, 0.0], [0.0, 0.0, 0.2], [0.0, -0.1, -0.1], [0.0, 0.0, -0.1], [0.0, 0.0, 0.0], [0.0, 0.1, 0.1], [0.0, 0.1, 0.1], [0.0, 0.0, 0.0], [0.0, 0.0, 0.0], [0.0, 0.0, 0.0], [0.0, 0.0, 0.0], [0.0, 0.0, 0.0], [0.0, 0.0, 0.0], [0.0, 0.0, 0.0], [0.0, 0.0, 0.0], [0.0, 0.0, 0.1], [0.0, 0.0, 0.0], [-0.3, 0.1, 0.1], [0.1, 0.0, 0.0], [0.2, -0.1, 0.0], [0.0, 0.0, 0.0], [0.0, 0.0, 0.0], [0.0, 0.0, 0.0], [0.0, 0.0, 0.0], [0.0, 0.1, 0.0], [0.0, 0.0, -0.1], [0.0, 0.0, 0.0], [0.0, 0.0, 0.0], [-0.2, 0.0, 0.1], [0.0, 0.0, 0.0], [0.0, 0.0, 0.0], [0.0, 0.0, 0.1], [0.0, 0.0, 0.0], [0.0, 0.0, 0.0], [0.0, 0.0, 0.0], [0.0, 0.0, 0.0], [0.0, 0.0, 0.0], [0.0, 0.0, 0.0], [0.0, 0.0, 0.0], [0.0, 0.0, 0.0], [0.0, 0.0, 0.0], [0.0, 0.0, 0.0], [0.0, 0.0, 0.0], [0.0, 0.0, 0.0], [0.0, 0.0, 0.0]],
  "homo_ev": -5.9,
  "charge": -1,
  "gap_ev": 7.73,
  "de_lowest_kcal_mol": 1.8
}



no.,E_tot (Eh)
1,-657.52236
2,-782.94273
3,-2878.13020
4,-3070.54278
5,-2520.33164